No. 1
{
  "formula": "C3H10N2P2",
  "method": "the ωB97M-V functional and the def2-TZVPD basis",
  "species": ["C", "C", "C", "N", "N", "P", "P", "H", "H", "H", "H", "H", "H", "H", "H", "H", "H"],
  "coordinates": [[0.84268, -0.64564, 0.46563], [0.36162, -1.05737, 1.82000], [-0.54908, 2.45581, -0.92425], [-0.10785, -0.13046, -0.58759], [0.34232, 1.61158, -1.54873], [0.60755, -1.57434, -1.16189], [-1.13097, -2.89258, -0.70831], [1.85924, -0.33763, 0.41533], [1.21441, -1.06254, 2.54540], [-0.30136, -1.98455, 1.92598], [-0.32652, -0.38072, 2.31797], [-1.61095, 2.67562, -1.35197], [-0.79128, 2.03381, 0.10257], [-0.23381, 3.53110, -0.71875], [-0.00447, 1.27084, -2.45556], [-0.16964, -3.66222, 0.05068], [-0.88182, -3.82800, -1.67711]],
  "forces_ev_per_a": [[-1.49, -0.55, -2.13], [-0.84, -0.67, 1.71], [-3.85, 2.60, 2.32], [0.79, 2.26, 0.19], [0.98, -3.50, 0.08], [0.22, -0.10, 0.08], [0.62, 0.08, 1.20], [0.64, 0.68, 0.00], [-0.57, -0.57, -0.75], [1.49, 0.69, -0.60], [-0.07, 0.90, -0.43], [1.58, -0.98, 0.09], [0.35, 0.61, -0.97], [0.59, -1.34, -0.34], [0.05, 0.09, 0.52], [-0.57, 0.27, 0.24], [0.07, -0.47, -1.23]],
  "multiplicity": 1,
  "e_lumo_ha": [-0.0106, -0.0033],
  "orbital_gap_ev": [8.241, 8.308],
  "relative_energy_kcal_mol": 79.3,
  "charge": 0,
  "energy_ev": -24825.7443,
  "largest_force_ev_per_a": 5.20,
  "homo_ev": [-8.528, -8.397]
}

***

No. 2
{
  "formula": "C22H57BF4N2O6",
  "method": "the ωB97M-V functional and the def2-TZVPD basis",
  "species": ["C", "C", "C", "N", "C", "C", "C", "C", "C", "H", "H", "H", "H", "H", "H", "H", "H", "H", "H", "H", "H", "H", "H", "H", "H", "H", "H", "B", "F", "F", "F", "F", "C", "C", "N", "H", "H", "H", "C", "C", "O", "H", "H", "H", "H", "H", "H", "C", "C", "O", "H", "H", "H", "H", "H", "H", "C", "C", "O", "H", "H", "H", "H", "H", "H", "C", "C", "O", "H", "H", "H", "H", "H", "H", "C", "C", "O", "H", "H", "H", "H", "H", "H", "C", "C", "O", "H", "H", "H", "H", "H", "H"],
  "coordinates": [[54.25900, 43.63900, 82.70400], [53.88100, 42.66500, 83.81900], [52.50600, 42.17500, 83.70500], [51.95700, 41.21800, 84.66500], [52.03100, 41.72900, 86.04000], [52.74600, 40.00000, 84.71200], [51.95400, 38.87100, 85.29600], [50.55800, 39.24300, 85.05200], [50.61800, 40.68800, 84.40900], [55.43600, 43.99300, 82.72000], [53.69900, 44.61500, 82.67000], [54.04400, 43.03300, 81.84600], [54.15300, 43.14400, 84.93200], [54.59700, 41.94200, 83.64800], [52.08700, 41.68700, 82.60300], [51.90200, 43.01500, 83.58600], [53.16300, 41.96900, 86.44700], [51.62600, 41.01300, 86.95200], [51.44300, 42.61100, 86.11700], [53.65100, 40.18600, 85.15300], [52.97300, 39.74400, 83.48200], [52.15300, 38.92200, 86.48000], [52.06500, 37.91900, 84.97100], [50.04900, 39.21800, 85.99300], [50.27100, 38.66400, 84.19700], [49.93300, 41.22300, 84.83900], [50.43100, 40.66800, 83.36400], [51.02100, 45.83200, 85.98600], [50.22300, 44.98600, 85.09400], [51.38600, 46.83400, 85.25200], [50.43600, 46.13500, 87.15700], [52.27600, 45.14200, 86.26700], [52.00500, 49.46500, 83.87100], [52.77200, 49.10400, 82.63300], [53.33400, 48.86600, 81.68100], [52.57000, 49.17700, 84.66200], [51.72200, 50.61600, 84.12800], [51.06800, 48.80300, 83.71800], [56.96900, 46.65600, 86.53700], [55.44100, 46.46500, 86.42200], [55.12100, 45.14900, 86.54300], [57.31500, 47.75500, 86.21900], [57.61200, 46.10900, 85.84100], [57.16300, 46.52200, 87.62700], [55.10100, 46.76400, 85.52500], [54.73500, 46.93900, 87.12700], [54.20200, 44.95200, 86.51100], [52.76300, 49.61900, 89.23700], [51.82900, 48.61400, 88.56400], [51.46100, 49.03100, 87.23700], [53.54600, 49.74200, 88.54300], [53.26300, 49.23700, 90.22100], [52.30400, 50.51500, 89.14800], [50.88800, 48.38200, 89.18900], [52.46900, 47.72800, 88.44200], [51.29300, 48.31100, 86.75700], [50.99500, 43.29100, 89.50600], [52.34100, 43.88600, 89.99000], [52.31700, 45.25300, 89.60900], [51.15400, 42.90300, 88.63500], [50.26400, 44.08700, 89.46000], [50.86200, 42.43600, 90.24000], [53.29400, 43.26300, 89.48800], [52.41600, 43.85500, 91.00800], [51.79300, 45.33700, 88.66800], [45.29700, 44.50600, 84.66000], [46.78500, 44.31500, 84.66400], [47.42900, 45.28200, 85.46900], [44.83100, 44.30000, 85.61100], [44.80000, 43.88500, 83.94900], [45.40700, 45.50800, 84.57800], [47.16900, 44.29000, 83.67800], [47.18200, 43.25700, 85.08400], [48.26000, 44.99600, 85.42400], [46.61300, 45.48500, 90.00100], [47.45200, 45.70200, 88.75600], [48.59300, 46.42500, 89.28300], [45.66700, 44.89600, 89.95800], [46.60300, 46.31700, 90.73200], [47.06400, 45.10500, 90.80200], [46.94800, 46.36100, 88.02300], [47.84000, 44.74700, 88.33900], [49.16900, 46.47200, 88.46500], [50.41500, 45.69700, 80.19000], [50.67000, 46.39200, 81.48400], [49.89200, 45.54200, 82.29500], [50.79700, 46.33100, 79.29900], [49.19200, 45.63300, 79.96800], [50.92100, 44.70300, 80.35800], [50.25600, 47.13000, 81.40600], [51.64900, 46.66100, 81.88900], [50.33600, 45.62400, 83.11700]],
  "forces_ev_per_a": [[1.69, 2.14, 0.41], [1.86, 2.66, 3.18], [-2.34, -1.25, -4.48], [0.72, -0.83, 2.21], [1.69, -0.16, 4.96], [0.93, -2.92, -6.12], [1.11, 3.13, 4.96], [-0.22, 2.10, -1.70], [1.82, -3.45, -0.83], [-3.05, -1.32, 0.09], [0.25, -1.12, 0.09], [0.23, 0.33, -1.17], [-1.01, -1.16, -2.90], [1.41, -2.15, 0.22], [2.15, 0.86, 2.61], [-1.60, 1.62, 0.95], [-2.89, -0.54, -1.62], [0.77, 1.29, -2.95], [-0.31, 0.97, -0.03], [2.28, 0.41, 0.95], [-0.47, 0.63, 3.36], [-0.28, -0.58, -2.53], [1.46, -2.70, -1.04], [-1.22, -0.22, -0.19], [-1.35, -0.82, 0.32], [-3.78, 3.67, 2.28], [0.08, -0.09, -0.95], [0.98, -3.57, -0.82], [0.15, -0.26, 1.17], [0.60, 3.87, -2.00], [-0.97, 0.09, 1.15], [-0.51, -0.82, 0.38], [-2.96, 1.39, -2.83], [-1.53, 2.10, 2.74], [1.16, -0.76, -1.94], [1.35, -1.25, 2.57], [0.72, -2.76, -1.46], [1.27, 1.34, 0.98], [-0.15, 2.99, 0.65], [0.33, 0.55, 1.78], [1.74, -3.72, 0.28], [-1.18, -1.97, 1.06], [-0.60, -0.78, 0.44], [0.70, -0.11, -0.99], [-0.89, 1.55, -3.62], [1.23, 0.99, 0.38], [-1.33, 0.48, 0.00], [0.98, -3.31, 0.55], [-0.31, -1.22, 0.63], [1.26, 4.99, 3.62], [1.46, -0.09, -0.84], [-1.52, 1.03, -1.60], [-1.51, 3.21, 1.13], [1.43, 0.26, -0.89], [-0.66, -0.34, 0.28], [-1.08, -4.44, -2.92], [1.08, 0.43, 6.28], [0.46, -0.29, -4.66], [-1.02, 0.40, -3.20], [0.61, -2.30, -5.47], [-0.51, -0.21, 0.52], [-0.93, 0.93, -0.90], [-2.21, 1.52, 1.25], [0.43, -0.07, 2.67], [2.09, -0.30, 3.43], [1.15, -2.47, 1.51], [1.22, -3.85, 2.11], [-5.60, 1.51, -0.22], [0.09, -0.07, 0.53], [-0.31, 0.28, -0.98], [-1.51, 3.57, -1.10], [0.36, 0.51, -1.31], [-1.21, 1.64, -0.69], [5.85, -1.04, 0.10], [-2.48, 1.04, -1.10], [0.37, 0.55, 1.54], [0.84, -0.29, -2.29], [0.44, 0.97, -0.39], [-1.40, 1.51, -1.64], [3.25, -3.79, 2.37], [0.12, -0.81, 0.09], [-0.68, 0.50, -0.13], [-0.54, 0.32, 1.70], [-0.26, 0.27, -2.91], [5.59, -12.85, 0.30], [0.10, -0.27, 1.20], [-0.19, -1.45, 1.19], [3.38, -0.12, 1.00], [-0.86, 0.71, -1.22], [-8.08, 14.97, -1.03], [0.44, -0.96, -0.49], [-0.15, -0.41, 1.99]],
  "multiplicity": 1,
  "e_lumo_ha": -0.0160,
  "orbital_gap_ev": 8.928,
  "relative_energy_kcal_mol": 57.2,
  "charge": 0,
  "energy_ev": -50542.2524,
  "largest_force_ev_per_a": 17.04,
  "homo_ev": -9.363
}

***

No. 3
{
  "formula": "C4H7NO",
  "method": "the ωB97M-V functional and the def2-TZVPD basis",
  "species": ["C", "C", "C", "N", "C", "O", "H", "H", "H", "H", "H", "H", "H"],
  "coordinates": [[1.65314, 0.01038, 0.49465], [0.34154, -0.15281, -0.26152], [-0.99131, -0.91668, 0.07980], [-1.69531, 0.32828, -0.22476], [-0.55027, 1.08606, -0.31309], [-0.35587, 2.27512, -0.33319], [2.31104, 0.58976, -0.16532], [1.54388, 0.60164, 1.40891], [2.17116, -0.92370, 0.72857], [0.56525, -0.43581, -1.29639], [-1.13295, -1.21440, 1.12437], [-1.25072, -1.75582, -0.57542], [-2.59261, 0.49187, -0.65608]],
  "forces_ev_per_a": [[0.01, -0.03, 0.07], [0.16, 0.06, -0.08], [0.07, -0.23, 0.07], [-0.16, 0.20, -0.05], [0.07, 0.39, -0.15], [-0.11, -0.39, -0.25], [-0.07, -0.11, 0.19], [-0.12, -0.21, -0.05], [-0.20, 0.03, -0.05], [-0.02, 0.14, 0.05], [0.18, 0.04, -0.13], [0.21, 0.13, 0.08], [-0.01, -0.02, 0.31]],
  "multiplicity": 1,
  "e_lumo_ha": 0.0343,
  "orbital_gap_ev": 10.547,
  "relative_energy_kcal_mol": 25.0,
  "charge": 0,
  "energy_ev": -7798.5595,
  "smiles": "C[C@H]1CNC1=O",
  "largest_force_ev_per_a": 0.48,
  "homo_ev": -9.613
}